No. 1
C28H80N8O12 | ωB97M-V with the def2-TZVPD basis set

Calculated values
Net charge: 0
Energy relative to the best compared isomer or geometry (same formula, charge and spin) in eV: 10.732
HOMO-LUMO gap in eV: 9.16
Largest force on an atom in eV/A: 12.45
SMILES: NC(N)=O.NC(N)=O.NC(N)=O.NC(N)=O.CC(C)O.CC(C)O.CC(C)O.CC(C)O.CC(C)O.CC(C)O.CC(C)O.CC(C)O

```
128
Properties=species:S:1:pos:R:3:forces:R:3:mulliken_charge:R:1
C -3.891422 -3.960134 -0.645925 4.144 1.272 4.344 0.367
O -3.092116 -3.638269 0.389010 -3.469 -1.678 -4.183 -0.710
N -4.171774 -5.160012 -1.041556 -0.239 -4.869 0.717 -0.410
N -4.311935 -3.113478 -1.525287 -1.067 5.042 -1.326 -0.339
H -3.753635 -5.939544 -0.550346 -0.353 0.122 -0.070 0.285
H -4.684258 -5.348465 -1.892731 0.364 0.125 0.306 0.169
H -3.925491 -2.167774 -1.314032 -0.616 -0.585 -0.217 -0.098
H -5.191937 -3.195618 -2.045586 0.887 -0.135 0.478 0.274
C 0.535836 3.392700 2.656019 0.947 8.460 0.451 -0.170
O 0.918774 4.717425 2.640020 -1.123 -6.093 -0.246 -0.829
N -0.548236 2.988122 2.064936 -1.186 -1.275 -0.484 0.403
N 1.122584 2.469623 3.348164 3.676 -0.529 2.243 0.233
H -1.084946 3.621437 1.559088 -0.961 1.125 -0.585 0.401
H -0.872131 2.024869 2.219663 -0.583 0.249 0.071 -0.930
H 1.966832 2.726702 3.871081 -0.762 -0.151 -0.480 0.347
H 0.779080 1.550751 3.491807 -0.636 -0.501 0.075 0.264
C -1.805510 -3.264859 3.292196 5.779 1.679 -4.430 0.312
O -0.878453 -3.037512 2.269143 -3.910 -1.192 4.376 -0.627
N -3.023552 -3.581722 3.104899 -5.209 -1.295 -2.868 -0.270
N -1.407645 -3.183366 4.538025 -1.943 0.300 3.797 -0.435
H -3.273822 -3.789656 2.094572 0.367 0.567 1.032 0.421
H -3.850652 -3.439432 3.721875 1.715 -0.207 -0.372 0.223
H -0.584230 -2.668704 4.674020 1.187 0.847 0.398 0.234
H -2.188156 -3.016849 5.278206 2.191 -0.524 -1.802 0.233
C -0.456241 0.012869 1.174324 -3.319 1.033 4.785 2.721
O -1.231329 0.297629 2.220196 2.426 -0.915 -3.345 -1.035
N -0.609690 -1.018531 0.431079 -1.733 -4.965 -1.618 1.327
N 0.502098 0.738453 0.804417 3.512 5.328 0.395 1.047
H -0.942661 -1.797394 0.979358 -1.156 -0.930 0.590 -0.079
H 0.119579 -1.422321 -0.148212 0.274 1.201 0.095 -0.494
H 0.566165 1.618207 1.377735 0.719 -1.238 -1.933 -1.640
H 1.021258 0.570621 -0.051944 -0.037 0.055 0.617 -1.029
C 1.198520 0.471447 -2.603011 0.131 0.540 -0.924 -0.198
C 1.825402 -0.867400 -2.268223 0.489 1.597 -5.630 1.612
C 3.194798 -0.961771 -2.888786 -0.442 -0.199 -0.190 -2.230
O 1.760318 -1.143048 -1.009915 0.350 -0.828 6.467 -0.310
H 0.111157 0.413647 -2.614289 -0.026 0.239 0.532 -0.821
H 1.454855 0.821488 -3.624994 -0.001 -0.582 0.379 0.704
H 1.599489 1.275682 -1.990412 -0.266 0.036 0.421 -0.365
H 1.212832 -1.597228 -2.702975 -0.794 -1.004 -1.865 -0.517
H 3.752709 -1.822576 -2.651136 0.547 -1.352 1.038 0.513
H 3.828411 -0.134037 -2.690171 0.450 0.981 0.015 0.295
H 3.031709 -1.136762 -3.921254 -0.007 0.546 -1.366 0.545
H 2.001550 -2.068404 -0.902481 0.161 -0.132 0.384 0.433
C 4.006293 3.086824 -2.370586 -0.657 -0.361 -1.310 -1.149
C 3.752029 3.920502 -1.156548 -7.901 -1.201 -3.816 0.050
C 2.562011 3.265145 -0.381793 -0.552 0.425 0.275 0.777
O 4.688225 3.825233 -0.339477 8.587 -0.729 4.406 -0.553
H 4.577215 3.532599 -3.157982 0.815 0.557 -0.178 0.488
H 3.095796 2.801301 -2.886583 -0.554 0.221 0.108 0.157
H 4.436383 2.137441 -2.134186 0.625 -0.567 0.492 0.214
H 3.508888 4.931765 -1.456321 -0.214 0.548 -0.126 0.443
H 1.591805 3.446800 -0.752945 -1.214 0.166 -1.031 -0.452
H 2.446994 3.632290 0.641125 0.565 0.284 0.114 0.507
H 2.670524 2.186577 -0.297118 0.396 -0.138 -0.171 -1.002
H 4.659272 4.501263 0.303898 0.097 0.965 1.309 0.361
C -2.395976 -0.692204 -3.296354 -1.384 -0.256 -1.464 -1.752
C -2.928815 -0.152899 -1.953506 0.489 3.757 -5.291 1.763
C -4.381055 0.195815 -2.160377 -1.433 -0.125 0.441 -1.805
O -2.795025 -0.921151 -0.952104 -0.120 -5.043 5.150 0.670
H -2.659975 0.008279 -4.111050 -0.306 -0.191 0.348 0.480
H -2.824291 -1.689698 -3.591280 0.187 0.835 0.496 0.173
H -1.353313 -0.776125 -3.444235 1.343 -0.245 0.490 0.381
H -2.301073 0.668286 -1.665623 -0.048 1.791 -0.901 0.085
H -4.637073 1.134434 -2.640533 0.486 -0.024 -0.841 0.270
H -4.813789 0.393344 -1.177957 -0.175 -0.657 0.089 0.484
H -4.912991 -0.666013 -2.663541 0.398 1.039 0.484 0.354
H -1.955732 -0.781288 -0.450749 -0.319 -0.617 -0.064 -0.721
C 5.620720 -0.912506 -0.051610 -1.105 -0.249 -0.266 -1.530
C 4.833955 0.335124 0.287588 -6.353 -5.462 -3.378 1.857
C 3.789766 0.043679 1.291973 -1.101 -1.248 0.657 -0.844
O 5.515353 1.293645 0.640785 7.493 7.421 3.387 -0.620
H 4.888769 -1.711910 -0.349230 0.918 0.430 0.550 0.117
H 6.157597 -1.106162 0.877823 0.223 -0.646 -0.236 0.449
H 6.290597 -0.741688 -0.885660 0.312 0.030 -0.024 0.415
H 4.200173 0.705327 -0.528038 -0.071 -0.868 -1.210 -0.741
H 3.152089 0.846748 1.595233 -0.108 1.080 -0.122 -0.219
H 4.197281 -0.340986 2.187424 0.717 -0.561 1.200 0.622
H 3.128147 -0.690742 0.900696 -0.672 -0.852 -0.164 -0.016
H 5.235202 2.120093 0.269243 -0.037 0.933 -0.141 0.477
C 2.186066 0.113975 4.960022 0.214 -0.874 -0.458 -2.287
C 1.379255 -0.574539 3.888094 7.981 -0.716 -2.781 3.037
C 1.893730 -1.990998 3.584113 -1.825 -0.081 -0.179 -1.793
O 0.184226 -0.674269 4.160115 -9.771 0.050 4.228 -0.567
H 3.037266 0.446131 4.434139 1.410 0.689 -0.252 0.375
H 2.519432 -0.593692 5.676924 0.244 -0.676 0.930 0.528
H 1.728990 0.927602 5.465759 -0.735 0.699 0.277 0.471
H 1.529284 -0.006285 2.973462 0.391 0.283 -0.562 -1.217
H 2.901107 -1.989359 3.568590 3.676 -0.283 0.018 0.694
H 1.558424 -2.417442 2.625548 -0.285 0.393 0.379 -0.061
H 1.538364 -2.641685 4.386863 0.122 -0.068 -0.016 0.557
H -0.374256 -0.860802 3.416488 -0.800 0.007 -0.823 0.210
C -3.544760 1.738396 0.791482 -1.371 0.054 0.155 0.235
C -4.159668 2.326525 2.082553 0.652 -9.227 -0.174 -0.319
C -3.509819 1.795336 3.359211 -0.577 -1.415 -1.474 -1.425
O -4.174957 3.549942 2.209579 0.229 12.345 -1.575 -0.524
H -4.141675 2.028685 -0.117570 0.600 -0.051 0.851 0.777
H -3.525483 0.664930 0.871570 -0.382 -0.500 -0.068 -0.179
H -2.524877 1.975470 0.668745 1.138 0.733 -0.218 -0.386
H -5.173512 2.070729 2.055233 -2.090 -2.000 0.013 0.646
H -2.504887 2.133614 3.335322 0.845 0.122 0.475 0.184
H -3.563198 0.716938 3.313609 0.442 -0.406 0.135 0.222
H -4.013321 2.082266 4.245313 -0.567 0.750 0.745 0.582
H -4.536946 3.959150 1.369209 0.609 -0.217 1.563 0.404
C -0.709380 -3.126158 -1.787651 1.747 0.849 0.576 0.250
C 0.250013 -3.933010 -2.550127 3.528 -1.848 7.696 0.959
C 0.110724 -5.361751 -2.138873 1.853 -2.126 1.893 -1.749
O 0.180175 -3.802634 -3.780626 -1.270 1.459 -9.975 -0.489
H -0.495201 -3.316828 -0.760513 -0.225 -0.227 0.959 0.267
H -1.670977 -3.470299 -1.994799 -1.779 0.030 -0.420 0.836
H -0.503584 -2.080275 -1.948431 -0.716 0.285 -0.336 -1.737
H 1.369145 -3.674806 -2.304632 -1.187 0.001 0.906 -0.153
H 0.755919 -6.101624 -2.678749 -0.178 0.857 0.078 0.415
H -0.853227 -5.788422 -2.177732 -1.575 -0.038 -0.423 0.412
H 0.389231 -5.489605 -1.066589 -0.021 0.170 -0.586 0.328
H 0.829087 -4.377089 -4.195326 -0.175 0.047 -0.409 0.494
C -1.066437 3.026073 -1.216928 -0.447 0.659 0.530 -0.354
C -0.620758 3.714213 -2.465682 0.604 -8.842 -1.363 0.648
C -1.423838 3.002197 -3.660319 1.907 0.157 1.202 -1.790
O -0.850379 4.937014 -2.597457 -1.386 8.893 0.101 -0.585
H -2.129746 2.900927 -1.285997 -0.667 0.139 0.332 0.595
H -0.806470 3.578736 -0.329910 0.060 0.364 0.282 0.285
H -0.659517 2.050108 -1.093248 0.512 -0.747 -0.135 -0.434
H 0.447260 3.503008 -2.602659 0.294 -0.427 -0.278 0.004
H -2.483216 3.106528 -3.651140 -0.805 0.724 0.261 0.430
H -1.256871 1.953460 -3.763770 0.376 -0.970 0.487 0.232
H -0.966610 3.396399 -4.519122 0.053 0.838 -1.562 0.542
H -0.314244 5.507273 -2.011056 -0.460 -0.463 -0.344 0.414
```
Forces are in eV/Å.

***

No. 2
H20O10 | ωB97M-V with the def2-TZVPD basis set

Calculated values
Net charge: 0
Energy relative to the best compared isomer or geometry (same formula, charge and spin) in eV: 2.088
HOMO-LUMO gap in eV: 10.49
Largest force on an atom in eV/A: 0.79
SMILES: O.O.O.O.O.O.O.O.O.O

```
30
Properties=species:S:1:pos:R:3:forces:R:3:mulliken_charge:R:1
O 15.282735 -12.099125 26.737208 0.169 -0.290 -0.236 -0.591
H 15.915888 -11.370748 26.776836 -0.156 0.175 0.331 0.303
H 15.819159 -12.878270 26.546849 -0.020 0.112 0.057 0.280
O 14.121089 -9.168303 22.791795 -0.300 -0.321 0.655 -0.747
H 13.430076 -9.818653 23.079993 0.390 0.153 -0.460 0.453
H 14.928953 -9.690018 22.710087 -0.128 0.004 -0.168 0.315
O 12.651602 -13.187467 26.230137 0.222 -0.168 0.037 -0.645
H 13.056533 -13.974782 25.844240 -0.014 0.030 0.204 0.316
H 13.344215 -12.808850 26.797848 -0.043 0.017 -0.156 0.296
O 12.511587 -11.335440 23.556751 0.373 0.313 -0.178 -0.694
H 11.638636 -11.606936 23.238425 0.137 -0.133 0.129 0.342
H 13.036646 -12.145420 23.557522 -0.215 0.106 -0.080 0.283
O 11.968316 -7.224628 27.355541 0.126 0.143 -0.141 -0.619
H 12.674472 -7.765889 26.981780 -0.144 -0.044 0.098 0.299
H 12.195860 -6.317858 27.120851 -0.030 -0.087 0.056 0.305
O 15.930315 -9.189721 27.844376 -0.010 -0.235 -0.116 -0.645
H 15.551929 -9.095664 26.956849 -0.040 0.262 0.056 0.331
H 15.169187 -9.173552 28.435752 0.052 -0.068 -0.046 0.334
O 12.558714 -10.067102 26.274648 0.367 -0.054 0.023 -0.557
H 13.215611 -9.512622 25.823884 -0.120 -0.103 0.160 0.359
H 12.779159 -10.961976 25.984351 -0.038 0.045 -0.054 0.275
O 14.759682 -8.354057 25.364215 -0.399 -0.058 -0.512 -0.702
H 14.814951 -7.391037 25.363179 0.048 -0.119 -0.005 0.295
H 14.466334 -8.602446 24.444826 0.369 0.310 0.281 0.368
O 10.981801 -13.518144 23.962550 -0.041 -0.012 0.040 -0.691
H 10.074137 -13.294403 24.196407 0.018 -0.094 0.042 0.352
H 11.509628 -13.251825 24.735127 -0.398 0.015 0.001 0.346
O 9.864255 -9.847095 25.404776 -0.201 -0.301 -0.318 -0.648
H 10.680557 -10.338482 25.576763 -0.038 0.454 0.138 0.398
H 10.149219 -8.928466 25.382826 0.063 -0.052 0.160 0.290
```
Forces are in eV/Å.